The following is a DFT calculation (ωB97M-V with the def2-TZVPD basis set) of a structure of composition C22H17N5PtS.

The calculation puts the molecular weight at 578.56 u. For the HOMO energy, the calculation gives -0.729 Eh.

```
! wB97M-V def2-TZVPD RIJCOSX def2/J DEFGRID3
* xyz 4 1
Pt -1.18 0.04 -0.02
N 3.21 1.80 -0.03
C 4.33 1.00 -0.07
C 5.61 1.57 -0.15
C 6.73 0.75 -0.16
C 6.60 -0.65 -0.12
C 5.34 -1.23 -0.03
C 4.21 -0.42 -0.02
S 2.62 -1.14 0.05
N 1.57 0.11 0.07
C 1.92 1.38 0.05
C 0.85 2.39 0.08
C 1.11 3.74 0.32
C 0.08 4.66 0.25
C -1.20 4.23 -0.06
C -1.39 2.86 -0.26
N -0.41 1.96 -0.16
H 3.38 2.80 -0.08
H 5.73 2.64 -0.22
H 7.72 1.20 -0.22
H 7.48 -1.28 -0.15
H 5.25 -2.31 0.03
H 2.10 4.09 0.60
H 0.28 5.72 0.41
H -2.02 4.92 -0.13
H -2.37 2.51 -0.57
C -5.78 0.36 0.18
C -6.16 -0.96 -0.04
C -5.17 -1.93 -0.14
C -3.82 -1.57 -0.03
N -3.48 -0.28 0.15
C -4.42 0.65 0.27
C -2.74 -2.55 -0.05
C -2.97 -3.92 0.00
C -1.91 -4.81 0.02
C -0.61 -4.31 -0.01
C -0.45 -2.93 -0.05
N -1.47 -2.07 -0.07
H -6.52 1.15 0.30
H -7.20 -1.22 -0.13
H -5.46 -2.96 -0.29
H -4.12 1.67 0.49
H -3.98 -4.31 0.04
H -2.08 -5.88 0.05
H 0.25 -4.96 0.01
H 0.54 -2.51 -0.08
*
```

Atomic partial charges in e from the Löwdin method, atoms 1 to 8:
1. Pt 1.130
2. N 0.253
3. C -0.124
4. C 0.079
5. C 0.102
6. C 0.093
7. C -0.008
8. C -0.313